Entry 1:
# C36H44Cl12N4O8

C36H44Cl12N4O8 as an isolated structure (ωB97M-V with the def2-TZVPD basis set, the OMol25 dataset).

## Properties
Highest occupied orbital energy ... -0.32723 Eh
Total energy ... -210619.9278 eV
Max |F| ... 11.34 eV/A
Orbital gap ... 6.7368 eV

Structure (ORCA input):
```
! wB97M-V def2-TZVPD RIJCOSX def2/J DEFGRID3
* xyz 0 1
Cl -1.489 7.442 6.163
C -1.395 9.034 6.759
C -2.085 10.082 5.841
Cl -3.785 9.731 5.803
H -0.323 9.183 6.631
H -1.679 8.941 7.808
H -1.666 9.772 4.884
H -2.036 11.125 6.154
Cl 3.279 15.320 5.990
C 2.345 13.822 5.821
C 3.078 12.897 4.894
Cl 4.606 12.201 5.532
H 1.376 14.055 5.378
H 2.281 13.314 6.783
H 3.141 13.270 3.872
H 2.446 12.009 4.869
Cl 4.170 6.648 8.010
C 2.660 7.190 7.365
C 1.623 7.554 8.347
Cl 1.143 6.064 9.303
H 2.452 6.324 6.737
H 2.824 7.954 6.606
H 0.856 8.152 7.855
H 2.020 8.305 9.030
Cl 7.468 9.852 7.146
C 6.473 9.723 5.716
C 5.983 8.308 5.546
Cl 4.222 8.179 6.010
H 7.061 9.847 4.806
H 5.779 10.532 5.490
H 6.513 7.675 6.257
H 6.045 7.896 4.539
Cl -4.689 6.859 3.085
C -3.741 8.014 3.843
C -2.744 8.614 2.906
Cl -1.658 7.426 2.212
H -3.217 7.581 4.695
H -4.462 8.750 4.199
H -2.082 9.344 3.372
H -3.275 9.043 2.057
Cl 1.136 10.532 6.244
C 1.962 9.601 5.022
C 1.087 8.510 4.307
Cl -0.368 9.182 3.672
H 2.859 9.188 5.484
H 2.290 10.296 4.249
H 0.751 7.708 4.964
H 1.598 8.036 3.469
C -2.287 10.980 0.752
C -2.767 11.141 2.080
C -1.884 11.495 3.051
C -0.529 11.802 2.754
C -0.185 11.799 1.467
C -0.992 11.417 0.447
N 0.460 12.136 3.805
O 0.113 13.098 4.523
O 1.442 11.395 3.854
H -3.012 10.776 -0.022
H -3.753 10.855 2.414
H -2.080 11.481 4.113
H 0.857 12.019 1.286
H -0.780 11.388 -0.612
C -3.721 4.095 5.792
C -2.709 3.391 6.403
C -1.408 3.796 6.346
C -1.023 4.867 5.548
C -2.107 5.576 4.935
C -3.454 5.193 5.010
N 0.323 5.539 5.621
O 0.686 5.972 4.541
O 0.969 5.491 6.623
H -4.746 3.765 5.866
H -3.005 2.511 6.955
H -0.598 3.463 6.978
H -1.868 6.422 4.308
H -4.315 5.739 4.652
C 6.959 12.106 0.333
C 6.781 11.550 1.589
C 5.500 11.179 2.072
C 4.364 11.441 1.335
C 4.526 11.968 0.056
C 5.806 12.277 -0.448
N 3.011 11.167 1.875
O 2.979 10.392 2.828
O 1.953 11.623 1.354
H 7.920 12.312 -0.115
H 7.640 11.358 2.215
H 5.355 10.685 3.021
H 3.642 12.283 -0.479
H 6.019 12.630 -1.446
C -0.220 12.182 6.723
C 0.806 12.154 7.673
C 0.858 13.096 8.681
C -0.262 14.012 8.728
C -1.183 14.082 7.708
C -1.188 13.140 6.688
N -0.465 14.867 9.942
O 0.178 14.560 10.965
O -1.376 15.698 9.975
H -0.235 11.450 5.929
H 1.611 11.435 7.654
H 1.556 13.080 9.505
H -1.925 14.841 7.513
H -1.863 13.068 5.848
*
```

***

Entry 2:
# C36H44F5N9OPS6Zr

C36H44F5N9OPS6Zr as an isolated structure (ωB97M-V with the def2-TZVPD basis set, the OMol25 dataset).

## Properties
Highest occupied orbital energy ... -0.14228 Eh
Total energy ... -142678.7961 eV
Max |F| ... 0.57 eV/A
Orbital gap ... 6.0816 eV

Structure (ORCA input):
```
! wB97M-V def2-TZVPD RIJCOSX def2/J DEFGRID3
* xyz -1 1
Zr 0.131 -0.002 0.063
C -2.775 3.781 1.630
N -3.359 2.469 1.838
C -4.404 2.347 2.846
C -2.599 1.394 1.501
N -1.465 1.473 0.896
N -3.140 0.163 1.790
C -2.362 -0.928 2.080
N -2.982 -1.835 2.906
N -1.183 -1.087 1.605
H -3.541 4.534 1.795
H -2.435 3.876 0.598
H -1.933 3.961 2.308
H -4.795 3.339 3.057
H -3.998 1.926 3.772
H -5.246 1.755 2.475
H -1.024 2.381 0.997
H -4.075 0.137 2.151
H -3.447 -1.396 3.690
H -2.367 -2.572 3.223
H -0.749 -1.899 2.026
C 4.417 -0.171 0.999
C 4.587 -1.183 2.089
C 5.798 -1.252 2.777
C 6.029 -2.197 3.761
C 5.037 -3.112 4.079
C 3.825 -3.056 3.412
C 3.579 -2.097 2.424
P 1.968 -2.100 1.542
C 0.938 -2.991 2.786
C 0.679 -2.201 3.914
C -0.173 -2.610 4.924
C -0.779 -3.854 4.824
C -0.528 -4.648 3.716
C 0.316 -4.245 2.677
C 0.513 -5.203 1.532
C 2.274 -3.178 0.125
C 3.411 -3.971 -0.008
C 3.628 -4.701 -1.164
C 2.697 -4.632 -2.195
C 1.570 -3.842 -2.067
C 1.324 -3.090 -0.910
C 0.115 -2.245 -0.783
H 5.260 0.520 0.984
H 3.502 0.411 1.109
H 4.364 -0.653 0.022
H 6.573 -0.538 2.525
H 6.981 -2.218 4.276
H 5.201 -3.863 4.842
H 3.054 -3.769 3.668
H 1.138 -1.224 3.991
H -0.384 -1.940 5.746
H -1.451 -4.204 5.598
H -1.004 -5.620 3.642
H -0.094 -6.094 1.698
H 1.555 -5.511 1.438
H 0.221 -4.776 0.574
H 4.139 -4.006 0.794
H 4.518 -5.309 -1.266
H 2.860 -5.191 -3.109
H 0.854 -3.786 -2.879
H -0.613 -2.746 -0.130
H -0.386 -2.198 -1.756
S 1.407 2.226 1.053
S 1.205 1.080 2.760
S 0.037 2.041 4.195
S -1.618 0.923 4.698
F -6.706 2.187 -4.362
C -5.808 1.498 -3.641
C -4.895 2.147 -2.836
F -4.909 3.489 -2.764
C -3.966 1.430 -2.102
F -3.146 2.174 -1.337
C -3.871 0.033 -2.120
S -2.728 -0.978 -1.289
C -4.827 -0.579 -2.956
F -4.846 -1.911 -3.070
C -5.765 0.115 -3.691
F -6.637 -0.543 -4.470
C -0.351 -0.279 -4.054
N 0.314 0.998 -3.863
C 1.249 1.392 -4.900
C -0.035 1.814 -2.836
N -0.432 1.326 -1.697
N 0.019 3.167 -3.074
C -0.548 3.715 -4.294
C -0.019 4.078 -1.945
H -0.989 -0.230 -4.943
H -0.967 -0.517 -3.187
H 0.385 -1.073 -4.198
H 2.034 0.639 -4.985
H 1.717 2.337 -4.641
H 0.752 1.490 -5.872
H -0.987 2.009 -1.196
H -0.742 2.924 -5.013
H 0.129 4.443 -4.746
H -1.498 4.212 -4.072
H -1.048 4.274 -1.615
H 0.428 5.026 -2.244
H 0.551 3.671 -1.112
O 3.711 -0.078 -2.927
S 2.462 -0.558 -2.320
N 2.001 0.055 -1.065
*
```

***

Entry 3:
# C36H44N2RhSi

C36H44N2RhSi as an isolated structure (ωB97M-V with the def2-TZVPD basis set, the OMol25 dataset).

## Properties
Highest occupied orbital energy (spin up / spin down) ... -0.32928 / -0.40773 Eh
Total energy ... -51900.6394 eV
Max |F| ... 13.67 eV/A
Orbital gap (spin up / spin down) ... 5.8252 / 5.6197 eV

Structure (ORCA input):
```
! wB97M-V def2-TZVPD RIJCOSX def2/J DEFGRID3
* xyz 1 5
C 1.142 2.038 0.008
C 1.096 2.145 -1.416
C -0.275 2.228 -1.826
H 1.972 2.156 -2.070
C -1.097 2.173 -0.652
C -0.219 2.055 0.493
H -0.512 2.081 1.528
H 2.032 2.010 0.637
H -0.652 2.376 -2.836
H -2.180 2.254 -0.622
Rh 0.077 0.540 -0.823
C -0.924 -3.995 -2.680
H -1.681 -3.503 -3.297
H -0.941 -3.521 -1.681
H 0.057 -3.791 -3.122
Si 0.591 0.025 -3.559
C 1.721 -0.874 -4.915
C 2.746 -0.043 -5.420
H 2.916 0.952 -5.002
C 3.539 -0.421 -6.503
H 4.268 0.293 -6.899
C 3.362 -1.675 -7.090
H 3.982 -1.961 -7.946
C 2.361 -2.521 -6.597
H 2.198 -3.483 -7.087
C 1.542 -2.133 -5.517
H 0.758 -2.810 -5.164
C -0.862 0.452 -4.739
C -0.711 0.488 -6.143
H 0.227 0.145 -6.591
C -1.734 0.907 -7.006
H -1.572 0.929 -8.090
C -2.980 1.280 -6.482
H -3.785 1.601 -7.148
C -3.180 1.195 -5.099
H -4.155 1.472 -4.681
C -2.162 0.727 -4.260
H -2.390 0.547 -3.206
H 1.439 1.232 -3.732
H -1.104 -5.030 -2.576
C -3.275 -0.939 5.666
C -4.038 -0.471 4.419
C -5.323 -1.309 4.303
C -4.428 1.001 4.633
C -3.188 -0.585 3.134
C -3.735 -0.192 1.905
C -2.914 -0.091 0.782
N -1.629 -0.470 0.786
C -1.100 -0.931 1.942
C -1.861 -1.013 3.131
C 0.332 -1.274 1.898
C 0.957 -1.969 2.962
C 2.337 -2.193 2.944
C 3.029 -1.754 1.810
C 2.362 -1.075 0.790
N 1.030 -0.872 0.809
C 3.099 -2.860 4.112
C 3.810 -4.132 3.625
C 4.149 -1.887 4.670
C 2.166 -3.255 5.263
H -3.904 -0.809 6.559
H -2.359 -0.355 5.823
H -3.017 -2.002 5.598
H -5.925 -1.191 5.216
H -5.922 -0.990 3.444
H -5.067 -2.371 4.186
H -3.534 1.629 4.735
H -5.021 1.380 3.795
H -5.025 1.110 5.546
H -4.780 0.096 1.813
H -3.298 0.309 -0.153
H -1.356 -1.335 4.047
H 0.340 -2.312 3.792
H 4.104 -1.919 1.702
H 2.891 -0.678 -0.078
H 4.515 -3.907 2.819
H 4.366 -4.587 4.456
H 3.076 -4.861 3.260
H 3.666 -0.985 5.065
H 4.702 -2.365 5.489
H 4.867 -1.591 3.900
H 1.653 -2.383 5.686
H 1.418 -3.988 4.940
H 2.748 -3.715 6.071
*
```

***

Entry 4:
# C36H44N4O3

C36H44N4O3 as an isolated structure (ωB97M-V with the def2-TZVPD basis set, the OMol25 dataset).

## Properties
Highest occupied orbital energy ... -0.30152 Eh
Total energy ... -50120.0960 eV
Max |F| ... 17.71 eV/A
Orbital gap ... 8.2278 eV

Structure (ORCA input):
```
! wB97M-V def2-TZVPD RIJCOSX def2/J DEFGRID3
* xyz 0 1
C -0.114 -4.370 3.155
C 0.463 -4.066 1.653
C 1.527 -4.962 1.158
C 1.944 -4.796 -0.251
C 0.924 -5.340 -1.472
C 1.299 -4.840 -2.673
C 0.783 -3.488 -2.993
C 1.447 -2.243 -2.420
O 2.513 -1.768 -2.599
N 0.677 -1.908 -1.304
C 0.849 -0.798 -0.208
C 2.093 -0.510 -0.011
C 2.467 -0.033 1.120
C 1.406 0.551 2.111
C 0.083 0.082 1.622
C -0.254 -0.633 0.704
N -1.429 -1.183 0.250
C -2.531 -1.238 1.282
C -3.222 0.183 1.407
H -4.176 -0.130 2.264
H -2.767 0.851 1.843
C -4.011 0.721 0.316
C -2.754 0.938 -0.781
C -2.067 -0.450 -0.873
H -1.201 -0.174 -2.007
H -2.629 -1.211 -1.455
H -3.138 0.983 -1.795
H -2.025 1.740 -0.480
C -4.831 1.851 0.466
C -6.056 1.362 -0.084
N -6.041 0.296 -0.590
O -4.849 -0.376 -0.519
C -7.266 2.241 -0.189
C -7.322 3.403 0.190
C -8.493 4.212 0.155
C -9.589 3.917 -0.292
C -9.610 2.399 -0.922
C -8.483 1.660 -0.427
H -8.486 0.655 -0.999
H -10.664 2.079 -1.030
H -10.454 4.225 -0.215
H -8.591 5.380 0.719
H -6.491 3.939 0.619
H -4.862 2.046 1.429
H -4.488 2.791 -0.305
H -1.875 -1.606 2.110
H -3.092 -2.068 0.874
H -0.575 0.220 2.459
H 1.618 1.102 2.878
C 3.679 0.661 1.682
O 4.117 0.914 2.739
N 4.733 0.720 0.573
H 4.596 0.602 -0.427
C 6.127 1.067 0.928
C 6.392 2.434 0.316
C 5.519 3.670 0.791
C 5.623 4.755 -0.066
C 6.539 5.030 -0.914
C 7.444 4.047 -1.325
C 7.389 2.690 -0.481
H 7.934 1.807 -1.170
H 8.226 4.082 -2.009
C 6.867 6.387 -1.638
H 7.136 6.275 -2.446
H 7.487 6.871 -0.896
H 5.908 6.828 -1.639
H 5.026 5.541 0.366
H 4.778 3.547 1.464
H 6.631 0.342 0.491
H 6.249 1.277 2.319
H 3.059 -0.821 -0.425
H -0.186 -2.349 -1.106
H 1.130 -3.198 -4.213
H -0.209 -3.077 -3.302
H 1.041 -5.619 -3.479
H 2.554 -4.760 -2.863
H 0.714 -6.167 -1.342
H -0.061 -4.715 -1.160
H 3.029 -5.247 -0.564
H 2.158 -3.757 -0.195
H 2.128 -5.013 1.953
H 1.044 -6.170 1.204
H 0.685 -3.101 1.830
H -0.508 -4.186 1.095
H -0.703 -3.535 3.259
H 0.621 -4.188 3.717
H -0.554 -5.275 3.043
*
```